--- A ---
Formula: C6H6O
Source: the OMol25 dataset
Level of theory: ωB97M-V/def2-TZVPD

Each line ends with the Mulliken charge.
Geometry (Å):
H (-1.236, -1.609, 1.221)  0.328
H (1.450, -0.150, -1.635)  0.330
C (-1.004, 0.290, -1.425)  -0.785
C (-0.633, -0.707, 1.190)  -0.675
H (0.639, -1.821, -0.101)  0.324
H (-0.277, -0.414, 2.144)  0.288
H (0.231, 2.278, -1.547)  0.345
O (-0.499, 1.503, 0.480)  -0.300
C (0.596, -0.818, 0.295)  -0.409
C (0.493, 0.054, -0.998)  -0.200
C (-0.178, 1.448, -0.888)  0.062
H (1.604, -0.409, 0.861)  0.264
C (-1.188, 0.353, 0.402)  0.429

Output
Kohn-Sham gap (spin up / spin down) (hartree): 0.2617 / 0.2616
HOMO (spin up / spin down) (eV): -7.8013 / -7.7996
Spin multiplicity: 1
Molar mass (g/mol): 94.11

---

--- B ---
Formula: C6H6O
Source: the OMol25 dataset
Level of theory: ωB97M-V/def2-TZVPD

Each line ends with the Mulliken charge.
Geometry (Å):
O (0.935, -0.114, 2.244)  -0.480
C (0.510, -1.207, 0.143)  -0.417
H (1.243, -1.964, 0.279)  0.366
C (-0.829, 0.047, -1.415)  -0.333
C (-0.029, 1.188, 0.472)  -0.298
H (0.476, 1.949, 0.998)  0.331
H (-1.417, 0.030, -2.364)  0.291
C (-0.554, -1.136, -0.833)  -0.398
H (-1.020, -2.098, -0.808)  0.357
C (0.567, -0.072, 0.937)  0.371
C (-0.726, 1.298, -0.758)  -0.423
H (-1.035, 2.276, -1.276)  0.299
H (1.880, -0.198, 2.380)  0.333

Output
Kohn-Sham gap (hartree): 0.3387
HOMO (eV): -8.4322
Spin multiplicity: 1
Molar mass (g/mol): 94.11

---

In eV, relative to the most stable structure: A 5.499; B 0.000.

---

--- A ---
Formula: C5H8N4O
Source: the OMol25 dataset
Level of theory: ωB97M-V/def2-TZVPD

Each line ends with the Mulliken charge.
Geometry (Å):
H (-1.716, -1.088, 1.249)  0.379
H (-0.993, 1.678, -3.385)  0.498
C (-0.612, 1.227, -2.554)  -0.403
C (1.596, -0.532, 1.492)  -0.890
O (-2.266, -0.763, -0.439)  -0.789
C (-0.735, -0.916, 1.732)  -1.090
H (-0.566, -1.871, 2.105)  0.426
H (2.017, -1.542, 1.764)  0.236
N (-1.238, -0.247, -0.952)  0.995
H (1.434, 0.003, 2.400)  0.340
H (2.255, 0.036, 0.797)  0.343
H (1.416, 2.099, -2.208)  0.462
N (0.923, 0.773, -0.890)  -0.433
N (-1.466, 0.444, -2.013)  -0.842
N (0.278, -0.609, 0.807)  -0.024
C (0.642, 1.434, -1.950)  -0.115
H (-0.960, -0.109, 2.384)  0.347
C (-0.008, -0.017, -0.338)  0.559

Output
Kohn-Sham gap (spin up / spin down) (hartree): 0.3011 / 0.3011
HOMO (spin up / spin down) (eV): -7.9781 / -7.9774
Spin multiplicity: 1
Molar mass (g/mol): 140.15

---

--- B ---
Formula: C5H8N4O
Source: the OMol25 dataset
Level of theory: ωB97M-V/def2-TZVPD

Each line ends with the Mulliken charge.
Geometry (Å):
H (-0.637, 3.218, -0.336)  0.267
N (-0.234, -0.718, -0.603)  -0.618
C (-2.488, -0.458, -1.288)  -0.847
H (2.736, -1.942, 0.496)  0.288
N (-0.878, 2.419, 0.094)  -0.341
H (-3.379, 0.004, -0.763)  0.336
C (1.460, 0.450, 0.688)  -0.172
C (1.616, -1.915, 0.114)  -1.214
H (0.988, -2.470, 0.857)  0.240
C (-1.181, 1.440, -0.576)  0.371
H (1.379, -2.339, -0.837)  0.368
H (1.531, 1.211, 2.756)  0.342
H (-2.540, -0.304, -2.303)  0.321
O (2.108, 1.848, 2.361)  -0.351
C (0.968, -0.575, -0.005)  0.687
N (2.193, 1.465, 0.984)  -0.235
H (-2.335, -1.519, -1.057)  0.299
N (-1.307, 0.185, -0.583)  0.258

Output
Kohn-Sham gap (spin up / spin down) (hartree): 0.2424 / 0.2425
HOMO (spin up / spin down) (eV): -7.2477 / -7.2488
Spin multiplicity: 1
Molar mass (g/mol): 140.15

---

In eV, relative to the most stable structure: A 0.000; B 3.662.

---

--- A ---
Formula: C4H7N3
Source: the OMol25 dataset
Level of theory: ωB97M-V/def2-TZVPD

Each line ends with the Mulliken charge.
Geometry (Å):
H (1.814, -0.469, 1.081)  0.267
H (-2.963, 0.815, -0.893)  0.212
H (-0.235, -1.519, 1.237)  0.337
N (1.296, -0.015, -0.862)  -0.335
N (-0.963, 0.627, -1.198)  -0.857
C (-1.978, -0.466, 0.481)  -0.605
N (-2.122, 0.383, -0.555)  0.292
H (1.882, 1.263, 0.769)  0.286
C (-0.656, -0.825, 0.523)  -0.339
H (1.440, 0.673, -1.596)  0.300
H (3.148, 0.175, 0.117)  0.306
C (-0.065, -0.095, -0.548)  0.534
H (-2.799, -0.756, 1.121)  0.423
C (2.083, 0.272, 0.330)  -0.822

Output
Kohn-Sham gap (hartree): 0.3428
HOMO (eV): -8.2305
Spin multiplicity: 1
Molar mass (g/mol): 97.12

---

--- B ---
Formula: C4H7N3
Source: the OMol25 dataset
Level of theory: ωB97M-V/def2-TZVPD

Each line ends with the Mulliken charge.
Geometry (Å):
C (-0.260, 1.362, 0.986)  0.128
H (-1.981, -1.603, -1.150)  0.322
H (2.508, 0.362, -1.653)  0.329
N (-1.923, -0.512, 0.500)  -0.505
H (0.829, -0.830, 0.756)  0.553
H (2.201, -1.551, -1.347)  0.227
H (-2.025, 0.958, 1.927)  0.325
N (0.880, 1.182, 0.392)  -0.526
C (2.054, -0.420, -1.093)  -0.639
H (-0.448, -0.620, -1.229)  0.284
C (1.343, -0.169, 0.041)  -0.400
H (-0.581, 2.379, 1.156)  0.339
N (-1.235, 0.369, 1.347)  -0.142
C (-1.364, -0.908, -0.634)  -0.294

Output
Kohn-Sham gap (hartree): 0.3475
HOMO (eV): -8.9707
Spin multiplicity: 1
Molar mass (g/mol): 97.12

---

--- C ---
Formula: C4H7N3
Source: the OMol25 dataset
Level of theory: ωB97M-V/def2-TZVPD

Each line ends with the Mulliken charge.
Geometry (Å):
C (-1.063, 0.408, 0.723)  0.221
C (0.226, -0.182, 1.305)  0.444
H (0.629, 1.716, -0.479)  0.413
N (0.455, -0.617, 2.463)  -0.676
H (-2.216, -0.342, -0.856)  0.367
C (0.953, 0.706, -0.701)  -0.694
H (-0.678, -0.830, -1.502)  0.348
H (-0.430, -0.645, 2.972)  0.289
C (-1.197, 0.012, -1.030)  -0.979
H (1.422, 0.514, -1.660)  0.373
N (1.249, -0.099, 0.319)  -0.100
N (-1.882, 1.079, 1.289)  -0.619
H (1.734, -0.967, 0.122)  0.303
H (-1.295, 0.850, -1.726)  0.310

Output
Kohn-Sham gap (spin up / spin down) (hartree): 0.2941 / 0.2302
HOMO (spin up / spin down) (eV): -8.3567 / -7.2289
Spin multiplicity: 1
Molar mass (g/mol): 97.12

---

In eV, relative to the most stable structure: A 0.000; B 3.284; C 4.323.